No. 1
Formula: C4H14O2
Source: the Open Molecules 2025 dataset
Level of theory: ωB97M-V/def2-TZVPD

## Properties
- Gap between HOMO and LUMO: 11.718 eV
- ΔE to the lowest compared entry with this formula, charge and spin: 0.705 eV
- Structure (SMILES): CCCC.O.O
- E_HOMO: -0.4098 hartree
- 2S+1: 1
- LUMO level: 0.57 eV

Element x y z (Å)
C1 0.3835 -4.0145 -1.0385
C2 0.8759 -2.6039 -0.8490
C3 -0.2208 -1.6373 -0.3588
C4 0.3487 -0.2777 0.1039
H1 0.6197 -4.6553 -0.1979
H2 0.8860 -4.5067 -1.8659
H3 -0.6799 -4.0388 -1.2506
H4 1.2575 -2.1840 -1.7709
H5 1.7342 -2.4980 -0.1878
H6 -0.7557 -2.1115 0.4596
H7 -0.8684 -1.5543 -1.2213
H8 1.3086 -0.4289 0.5731
H9 -0.3061 0.0863 0.9007
H10 0.3183 0.4219 -0.7253
O1 2.3895 5.7430 3.3258
H11 2.4274 4.9722 2.7408
H12 1.9583 6.5104 2.9372
O2 -3.9501 4.6088 -0.6905
H13 -4.0771 4.3676 0.2333
H14 -3.6494 3.8009 -1.1178

No. 2
Formula: C4H14O2S
Source: the Open Molecules 2025 dataset
Level of theory: ωB97M-V/def2-TZVPD

## Properties
- Gap between HOMO and LUMO (alpha / beta): 11.298 / 6.819 eV
- ΔE to the lowest compared entry with this formula, charge and spin: 0.503 eV
- Total charge: +1
- Expectation value of S²: 0.754
- E_HOMO (alpha / beta): -0.5476 / -0.5476 hartree
- 2S+1: 2
- LUMO level (alpha / beta): -3.60 / -8.08 eV

Element x y z (Å)
C1 -2.8596 -0.4979 1.6012
C2 -2.1221 -0.7258 0.2729
C3 -0.6057 -0.6133 0.1820
S1 -0.2616 -0.2063 -1.6602
C4 1.2970 0.7842 -1.2505
H1 -2.3464 -0.9814 2.4239
H2 -3.8908 -0.8141 1.5635
H3 -2.8501 0.5175 2.0415
H4 -2.3608 -1.7609 0.0175
H5 -2.6572 -0.1385 -0.4678
H6 -0.0906 0.1939 0.6924
H7 -0.0679 -1.5558 0.3024
H8 1.0087 1.5324 -0.5033
H9 1.5228 1.3873 -2.1231
H10 1.9869 0.0960 -0.7722
H11 3.3131 -1.5539 -3.1894
H12 1.8868 -1.7656 -2.6079
O1 2.3996 -1.2346 -3.2421
H13 2.7254 2.7130 1.7208
H14 1.8183 2.5734 2.8654
O2 2.1540 2.0505 2.1330

No. 3
Formula: C4H14O2S2
Source: the Open Molecules 2025 dataset
Level of theory: ωB97M-V/def2-TZVPD

## Properties
- Gap between HOMO and LUMO: 8.182 eV
- ΔE to the lowest compared entry with this formula, charge and spin: 0.399 eV
- Structure (SMILES): CCSSCC.O.O
- E_HOMO: -0.2877 hartree
- 2S+1: 1
- LUMO level: 0.35 eV

Element x y z (Å)
C1 0.7551 -1.0966 2.4041
C2 0.5020 -0.0339 1.2822
S1 -0.6717 1.1031 2.0263
S2 -0.3190 2.9782 1.0983
C3 0.4942 2.5748 -0.4445
C4 -0.4487 1.9616 -1.4730
H1 1.5027 -1.8227 2.0856
H2 1.2324 -0.6571 3.2809
H3 -0.1796 -1.6053 2.6491
H4 1.5021 0.3646 1.1466
H5 0.1933 -0.6229 0.4277
H6 1.4351 2.0387 -0.3339
H7 0.8883 3.5311 -0.8056
H8 -1.3391 2.5858 -1.4996
H9 -0.0193 1.7945 -2.4523
H10 -0.7788 0.9871 -1.1492
O1 -2.0766 -2.4852 -1.3122
H11 -2.3640 -2.9105 -0.4970
H12 -2.4490 -1.6008 -1.2856
O2 0.9744 -2.1355 -1.5143
H13 0.0124 -2.1754 -1.4220
H14 1.1540 -2.7735 -2.2116

No. 4
Formula: C4H14O2S2
Source: the Open Molecules 2025 dataset
Level of theory: ωB97M-V/def2-TZVPD

## Properties
- Gap between HOMO and LUMO: 9.330 eV
- ΔE to the lowest compared entry with this formula, charge and spin: 0.414 eV
- Structure (SMILES): CCSSCC.O.O
- E_HOMO: -0.3284 hartree
- 2S+1: 1
- LUMO level: 0.39 eV

Element x y z (Å)
C1 -1.4839 -1.1569 1.8546
C2 -1.4063 -1.8912 0.5088
S1 -1.4003 -0.9221 -1.0095
S2 0.5910 -0.4951 -1.3183
C3 0.6962 1.3032 -0.7883
C4 1.4331 1.5001 0.5396
H1 -1.7209 -1.9334 2.5758
H2 -2.1982 -0.3442 1.9396
H3 -0.4793 -0.7025 2.0820
H4 -2.2657 -2.5485 0.3144
H5 -0.5949 -2.6232 0.6319
H6 1.3844 1.6822 -1.5448
H7 -0.3129 1.7187 -0.8649
H8 0.9845 1.0281 1.4242
H9 1.5157 2.5750 0.8546
H10 2.4780 1.1834 0.5386
O1 4.3789 -0.9661 -1.9355
H11 5.1766 -0.5338 -2.2768
H12 3.7598 -0.2634 -2.2070
O2 -3.7400 1.1915 -0.7771
H13 -2.8668 0.7724 -0.6783
H14 -3.9291 1.4258 0.1364

No. 5
Formula: C4H14O2S2
Source: the Open Molecules 2025 dataset
Level of theory: ωB97M-V/def2-TZVPD

## Properties
- Gap between HOMO and LUMO: 8.760 eV
- ΔE to the lowest compared entry with this formula, charge and spin: 1.994 eV
- Structure (SMILES): CCCSSC.O.O
- E_HOMO: -0.3041 hartree
- 2S+1: 1
- LUMO level: 0.48 eV

Element x y z (Å)
C1 -0.5707 -0.3702 0.6697
C2 0.7700 -0.0728 1.5848
C3 0.6351 -0.6842 2.9401
S1 1.9953 -1.7539 3.3779
S2 2.0763 -3.4359 2.4453
C4 2.6537 -3.2586 0.7979
H1 -1.5599 -0.0874 1.2377
H2 -0.5045 0.2156 -0.1723
H3 -0.3660 -1.4672 0.5231
H4 1.6737 -0.3331 1.0386
H5 0.9676 0.9576 1.6096
H6 0.4819 -0.0178 3.7557
H7 -0.1609 -1.4445 2.8884
H8 2.8691 -2.4176 0.2733
H9 3.5295 -3.9088 0.7394
H10 1.8111 -3.6780 0.1819
O1 -2.4665 4.3252 -4.6398
H11 -1.9386 5.1110 -4.5333
H12 -1.9646 3.7658 -5.3127
O2 -3.3856 2.7244 -2.8182
H13 -3.5908 3.5772 -3.1294
H14 -2.9552 2.2531 -3.4576

No. 6
Formula: C4H14O3
Source: the Open Molecules 2025 dataset
Level of theory: ωB97M-V/def2-TZVPD

## Properties
- Gap between HOMO and LUMO (alpha / beta): 2.410 / 9.686 eV
- ΔE to the lowest compared entry with this formula, charge and spin: 1.396 eV
- Total charge: -1
- Expectation value of S²: 0.750
- E_HOMO (alpha / beta): 0.0337 / -0.2365 hartree
- 2S+1: 2
- LUMO level (alpha / beta): 3.33 / 3.25 eV

Element x y z (Å)
C1 -2.0327 1.9944 -0.2296
C2 -1.8176 0.4592 -0.0037
C3 -0.7902 0.2718 1.1054
C4 0.2111 1.0796 1.4378
H1 -2.8003 1.9817 -1.0080
H2 -1.1944 2.6267 -0.5207
H3 -2.4794 2.3556 0.6907
H4 -2.7851 0.0660 0.3212
H5 -1.4249 0.0248 -0.9183
H6 -0.8505 -0.7421 1.5211
H7 1.0869 0.7286 1.9840
H8 0.0387 2.1474 1.5869
H9 2.5266 -0.2657 -1.3927
H10 1.1164 -0.3515 -0.6594
O1 1.6410 -0.6499 -1.4140
H11 -0.3199 -1.2494 -2.6373
H12 -0.8353 -2.6458 -2.1426
O2 -1.0372 -1.8831 -2.7043
H13 3.9759 -1.4590 2.1847
H14 4.0576 -2.6944 1.5045
O3 3.7133 -1.7948 1.2942

No. 7
Formula: C4H14O3
Source: the Open Molecules 2025 dataset
Level of theory: ωB97M-V/def2-TZVPD

## Properties
- Gap between HOMO and LUMO (alpha / beta): 2.369 / 8.874 eV
- ΔE to the lowest compared entry with this formula, charge and spin: 1.720 eV
- Total charge: -1
- Expectation value of S²: 0.751
- E_HOMO (alpha / beta): 0.0297 / -0.2109 hartree
- 2S+1: 2
- LUMO level (alpha / beta): 3.18 / 3.14 eV

Element x y z (Å)
C1 1.6697 1.3237 -1.2010
C2 1.2377 0.2779 -2.1716
C3 2.0408 0.0097 -3.2092
C4 -0.1558 -0.3274 -1.9649
H1 2.6854 0.9802 -0.8977
H2 1.2535 1.0655 -0.1823
H3 1.5441 2.3931 -1.2934
H4 2.1921 -0.9155 -3.7737
H5 2.6283 0.8078 -3.6735
H6 -0.3774 -1.0101 -2.8143
H7 -0.8308 0.5790 -1.8526
H8 -0.2584 -0.8761 -1.0156
H9 -1.4961 -0.7056 1.6186
H10 -0.2030 -1.0296 2.2637
O1 -0.9955 -0.5024 2.4736
H11 -3.6707 0.1001 0.2562
H12 -2.1519 0.6074 -0.1386
O2 -2.7171 0.0175 0.3782
H13 -0.6530 -1.1903 6.4823
H14 -0.6967 -0.4104 5.1144
O3 -1.0453 -1.1943 5.6013

No. 8
Formula: C4H14O3
Source: the Open Molecules 2025 dataset
Level of theory: ωB97M-V/def2-TZVPD

## Properties
- Gap between HOMO and LUMO: 9.871 eV
- ΔE to the lowest compared entry with this formula, charge and spin: 1.650 eV
- Structure (SMILES): C/C=C/C.O.O.O
- E_HOMO: -0.3421 hartree
- 2S+1: 1
- LUMO level: 0.56 eV

Element x y z (Å)
C1 4.2733 1.1272 0.4550
C2 3.3142 0.0636 0.8007
C3 2.2588 -0.2835 0.0771
C4 1.5691 -1.6010 0.2390
H1 5.1073 0.6496 -0.0646
H2 3.8273 1.9446 -0.1244
H3 4.7149 1.6248 1.3173
H4 3.5010 -0.6888 1.5580
H5 1.8346 0.4667 -0.6275
H6 1.8237 -2.4602 -0.3972
H7 0.4880 -1.4616 0.2204
H8 1.7491 -2.0686 1.2024
O1 -0.5198 2.4696 -1.7945
H9 0.4261 2.4126 -1.6180
H10 -0.8623 1.7408 -1.2645
O2 -6.4933 1.5122 2.0318
H11 -6.4046 2.4611 1.9058
H12 -6.2971 1.3160 2.9566
O3 -4.7044 -3.2952 -2.5380
H13 -4.1472 -3.2207 -1.7603
H14 -5.4589 -2.7092 -2.5751

No. 9
Formula: C4H14O3
Source: the Open Molecules 2025 dataset
Level of theory: ωB97M-V/def2-TZVPD

## Properties
- Gap between HOMO and LUMO: 9.818 eV
- ΔE to the lowest compared entry with this formula, charge and spin: 2.151 eV
- Structure (SMILES): C=C(C)C.O.O.O
- E_HOMO: -0.3440 hartree
- 2S+1: 1
- LUMO level: 0.46 eV

Element x y z (Å)
C1 0.8081 -2.0365 1.2394
C2 1.1555 -0.9623 0.5337
C3 1.1272 0.3230 1.4039
C4 1.7450 -0.9843 -0.9173
H1 1.3498 -3.0062 1.0655
H2 0.4406 -1.8539 2.3099
H3 1.2444 1.2628 0.8821
H4 1.8757 -0.0320 2.0901
H5 0.0756 0.3832 1.5563
H6 2.0516 -2.0124 -1.1218
H7 2.5540 -0.2896 -1.1463
H8 0.9808 -0.7367 -1.6729
O1 -1.9660 -1.0921 0.0396
H9 -2.9119 -1.3366 0.1838
H10 -1.4624 -1.8758 0.3181
O2 -0.6540 0.9923 -1.7890
H11 -1.2345 0.3261 -1.3142
H12 -0.7600 0.7231 -2.6963
O3 -1.3170 3.2058 0.0412
H13 -0.7393 3.1973 -0.7415
H14 -0.9837 2.3633 0.3944

No. 10
Formula: C4H14O3
Source: the Open Molecules 2025 dataset
Level of theory: ωB97M-V/def2-TZVPD

## Properties
- Gap between HOMO and LUMO: 10.146 eV
- ΔE to the lowest compared entry with this formula, charge and spin: 2.315 eV
- Structure (SMILES): C=CCC.O.O.O
- E_HOMO: -0.3463 hartree
- 2S+1: 1
- LUMO level: 0.72 eV

Element x y z (Å)
C1 -0.7777 2.2471 1.5436
C2 -0.0531 1.5325 0.6148
C3 1.1310 2.1462 -0.0787
C4 2.4535 1.6001 0.5736
H1 -1.6642 1.9493 2.0596
H2 -0.5755 3.3117 1.7830
H3 -0.1930 0.4833 0.4560
H4 1.1145 1.9674 -1.2407
H5 1.0905 3.2803 0.0957
H6 2.9198 2.3550 1.1838
H7 2.1251 0.7323 1.2713
H8 3.1728 1.3767 -0.1666
O1 -1.5063 -3.0679 -3.1176
H9 -1.8858 -3.7438 -3.6667
H10 -0.5167 -3.3944 -3.0046
O2 3.4723 -3.6824 2.3140
H11 3.0101 -2.9929 2.6771
H12 4.3416 -3.7863 2.6542
O3 -5.9481 -1.1058 -2.0140
H13 -5.6236 -0.7222 -1.2021
H14 -6.0871 -0.4860 -2.7357

No. 11
Formula: C4H14O3
Source: the Open Molecules 2025 dataset
Level of theory: ωB97M-V/def2-TZVPD

## Properties
- Gap between HOMO and LUMO: 9.210 eV
- ΔE to the lowest compared entry with this formula, charge and spin: 3.152 eV
- Structure (SMILES): C=CCC.O.O.O
- E_HOMO: -0.3214 hartree
- 2S+1: 1
- LUMO level: 0.47 eV

Element x y z (Å)
C1 1.8398 0.0402 -1.6875
C2 2.4415 -0.0515 -0.3756
C3 3.5804 -1.1246 -0.0913
C4 4.9119 -0.6906 -0.6663
H1 0.8416 0.5990 -2.1507
H2 2.6517 -0.2373 -2.4956
H3 2.0879 0.6550 0.3412
H4 3.4800 -1.4361 0.9830
H5 3.3037 -2.0568 -0.6971
H6 5.3415 0.1959 0.0071
H7 5.7577 -1.3783 -0.6846
H8 4.7317 -0.4437 -1.8026
O1 -6.5683 -0.0117 0.6656
H9 -7.3426 -0.3204 0.1554
H10 -6.1765 -0.6967 1.2565
O2 -2.4808 0.3793 2.3712
H11 -3.1519 0.7524 2.8863
H12 -2.6964 0.6309 1.4279
O3 -3.8178 1.5477 0.1183
H13 -4.0164 2.4798 0.2011
H14 -4.7188 1.1674 0.2374

No. 12
Formula: C4H14O3
Source: the Open Molecules 2025 dataset
Level of theory: ωB97M-V/def2-TZVPD

## Properties
- Gap between HOMO and LUMO: 10.541 eV
- ΔE to the lowest compared entry with this formula, charge and spin: 1.306 eV
- Structure (SMILES): CCCCO.O.O
- E_HOMO: -0.3724 hartree
- 2S+1: 1
- LUMO level: 0.41 eV

Element x y z (Å)
C1 2.0604 -0.6165 -0.3182
C2 1.6907 0.7912 -0.8161
C3 1.7209 1.7901 0.3647
C4 0.9787 1.4850 1.6799
O1 -0.3931 1.8456 1.6100
H1 2.8953 -0.6880 0.3759
H2 2.4355 -1.2771 -1.1125
H3 1.1701 -1.1355 0.0318
H4 2.4462 1.1973 -1.4781
H5 0.7133 0.8491 -1.2891
H6 2.7546 1.9433 0.6021
H7 1.1812 2.6621 -0.1064
H8 1.4784 1.9498 2.5336
H9 0.9904 0.4133 1.8909
H10 -0.6342 2.1922 0.7523
O2 -3.0404 -3.8878 -1.4186
H11 -2.2413 -3.4210 -1.6627
H12 -2.6503 -4.6655 -0.9984
O3 -4.5753 -0.6831 0.1121
H13 -4.9141 0.1978 -0.0701
H14 -4.0670 -0.9424 -0.6829